Record 1
{"formula": "C19H25ClGdIN4O", "method": "ωB97M-V/def2-TZVPD", "species": ["C", "I", "H", "H", "H", "C", "C", "N", "C", "N", "H", "H", "C", "C", "N", "H", "N", "H", "Gd", "C", "O", "C", "C", "H", "H", "H", "C", "H", "H", "H", "C", "H", "H", "H", "C", "H", "H", "H", "Cl", "C", "C", "C", "C", "C", "C", "C", "H", "H", "H", "H", "H", "H"], "positions_angstrom": [[0.2259, 1.8366, -3.2884], [-0.6307, -1.1767, -1.6170], [-0.4794, 1.2425, -3.9114], [1.1568, 1.3191, -3.5219], [0.2658, 2.8340, -3.7604], [-1.4336, 4.1728, 0.4373], [-2.4791, 3.7277, -0.2857], [-2.0214, 2.6992, -1.0810], [-0.7022, 2.4802, -0.8513], [-0.3416, 3.3930, 0.1205], [-1.3579, 5.0119, 1.1127], [-3.4762, 4.1104, -0.3854], [2.1315, -4.0165, 0.8486], [0.3872, -2.7774, 0.1741], [1.6090, -2.7491, 0.7924], [1.5691, -5.8022, -0.2509], [0.3169, -4.0110, -0.3575], [3.0011, -4.2180, 1.4378], [0.0289, -0.3942, 0.9018], [0.3029, 1.9565, -1.8183], [1.4915, 1.8375, -1.3140], [1.3579, -4.8140, 0.0935], [-0.7349, -4.4853, -1.2178], [-1.6620, -4.8500, -0.7405], [-0.3059, -5.2722, -1.8506], [-0.9848, -3.6479, -1.8718], [2.2052, -1.5936, 1.4348], [3.2225, -1.7712, 1.7759], [1.6733, -1.3346, 2.3789], [2.3245, -0.7290, 0.7509], [0.9811, 3.7716, 0.5934], [1.1008, 4.8680, 0.4774], [1.7902, 3.3307, 0.0075], [1.0804, 3.4872, 1.6524], [-2.7832, 2.1017, -2.1498], [-2.1751, 1.9402, -3.0311], [-3.5238, 2.8430, -2.4286], [-3.2485, 1.1532, -1.8672], [-0.8511, 1.5415, 2.7952], [-0.8252, -0.1104, 3.5355], [-0.0839, -0.2922, 4.6902], [0.1019, -1.5859, 5.1662], [-0.3146, -2.6741, 4.4090], [-1.0754, -2.5196, 3.2679], [-1.4620, -1.2093, 2.8635], [-2.1340, -1.0379, 1.5862], [0.2883, 0.5762, 5.2072], [0.6709, -1.7224, 6.0764], [-0.0728, -3.6763, 4.7356], [-1.4889, -3.3751, 2.7081], [-2.4331, -1.9669, 1.0900], [-2.8227, -0.1989, 1.4739]], "orbital_gap_ha": [0.0779, 0.2230], "spin_multiplicity": 8, "charge": -2, "lumo_energy_ev": [4.359, 4.406], "s_squared": 16.389, "homo_energy_ev": [2.24, -1.66], "fmax_ha_per_bohr": 0.09008}

---

Record 2
{"formula": "C18H28CeNO4P2", "method": "ωB97M-V/def2-TZVPD", "species": ["Ce", "P", "C", "C", "N", "C", "C", "C", "C", "C", "P", "H", "H", "H", "H", "H", "H", "H", "H", "O", "H", "H", "O", "H", "C", "H", "H", "H", "C", "H", "H", "H", "C", "H", "H", "H", "C", "H", "H", "H", "O", "C", "O", "C", "C", "C", "C", "C", "C", "H", "H", "H", "H", "H"], "positions_angstrom": [[-0.1085, 0.3103, -0.2756], [-0.0816, -1.5916, -1.6195], [-1.8699, -1.7566, -1.8309], [-2.7397, -1.2157, -0.7785], [-2.2017, -0.2490, 0.0026], [-2.9693, 0.3488, 0.9477], [-4.2952, -0.0302, 1.1703], [-4.8414, -1.0449, 0.3772], [-4.0579, -1.6455, -0.6146], [-2.2902, 1.4404, 1.7700], [-0.8245, 2.2071, 0.8398], [-4.4702, -2.4195, -1.2443], [-4.8872, 0.4494, 1.9361], [-5.8650, -1.3574, 0.5243], [-3.0001, 2.2201, 2.0464], [-1.9174, 0.9910, 2.6907], [-3.1308, -0.4200, -3.8935], [-2.2243, -2.5855, -2.4256], [-1.5599, 2.3972, -4.0381], [-3.2588, 0.4053, -4.4837], [-3.7050, 0.1223, -5.3355], [0.7239, 1.1057, -1.2630], [-0.8349, 3.0756, -3.7402], [-0.9157, 3.1723, -2.7474], [-1.6941, 3.5850, -0.1060], [-2.2490, 4.2270, 0.5781], [-0.9651, 4.1962, -0.6392], [-2.3944, 3.1642, -0.8284], [0.0756, 3.1257, 2.2127], [0.8676, 3.7452, 1.7918], [-0.6144, 3.7659, 2.7624], [0.5225, 2.4131, 2.9067], [0.4843, -3.1767, -0.9017], [0.2248, -4.0127, -1.5499], [1.5656, -3.1672, -0.7675], [0.0251, -3.3399, 0.0729], [0.6494, -1.4285, -3.2893], [1.7372, -1.4443, -3.2266], [0.3340, -2.2472, -3.9351], [0.3580, -0.4872, -3.7544], [2.7731, 0.0522, -0.3241], [2.5762, -0.5687, 0.8171], [1.3278, -0.7940, 1.1877], [3.7460, -0.8375, 1.6813], [3.6032, -1.3520, 2.9790], [4.7299, -1.5333, 3.7889], [6.0040, -1.2062, 3.3127], [6.1566, -0.6988, 2.0232], [5.0376, -0.5143, 1.2114], [2.6238, -1.5946, 3.3701], [4.6188, -1.9181, 4.7943], [6.8746, -1.3386, 3.9451], [7.1416, -0.4393, 1.6534], [5.1850, -0.1052, 0.2190]], "relative_energy_kcal_mol": 281.8, "orbital_gap_ha": [0.2124, 0.1361], "spin_multiplicity": 2, "charge": 2, "lumo_energy_ev": [-8.163, -10.240], "s_squared": 0.762, "homo_energy_ev": [-13.94, -13.94], "fmax_ha_per_bohr": 0.21224}

---

Record 3
{"formula": "C40H24Cl3N8O3Ta", "method": "ωB97M-V/def2-TZVPD", "species": ["Ta", "Cl", "C", "C", "C", "N", "C", "O", "C", "C", "C", "C", "C", "N", "C", "C", "C", "Cl", "N", "C", "O", "C", "C", "C", "C", "C", "N", "H", "H", "H", "H", "H", "H", "H", "H", "H", "H", "Cl", "C", "C", "C", "C", "O", "C", "C", "N", "C", "C", "C", "C", "C", "C", "C", "C", "N", "C", "C", "H", "H", "H", "H", "H", "H", "H", "H", "H", "H", "N", "C", "C", "C", "C", "C", "N", "C", "H", "H", "H", "H"], "positions_angstrom": [[-0.5228, -0.5936, -0.6438], [3.9645, -0.2383, 5.8591], [2.5916, 0.2972, 4.9709], [2.7408, 0.4394, 3.5827], [1.6059, 0.8546, 2.9508], [1.0278, 1.1484, 1.6618], [1.7569, 1.8333, 0.7021], [2.9591, 1.8436, 0.7896], [1.0750, 2.3854, -0.5111], [1.5165, 3.6183, -0.9606], [1.0688, 4.0950, -2.1787], [0.2042, 3.3041, -2.9148], [-0.1905, 2.0899, -2.3916], [0.2179, 1.6131, -1.2043], [0.4300, 1.1524, 3.6004], [0.2449, 1.0302, 4.9482], [1.3837, 0.5701, 5.6266], [1.2476, 0.3379, 7.3260], [-0.1951, 1.5132, 2.3779], [-1.5049, 1.7858, 2.1612], [-2.2311, 1.8215, 3.1332], [-2.1297, 2.0572, 0.8206], [-2.7945, 3.2696, 0.7305], [-3.5995, 3.5239, -0.3652], [-3.7406, 2.5371, -1.3246], [-3.0410, 1.3565, -1.1708], [-2.2284, 1.1073, -0.1297], [3.6840, 0.2438, 3.0970], [2.2173, 4.1779, -0.3572], [1.4086, 5.0496, -2.5570], [-0.1543, 3.6168, -3.8852], [-0.8613, 1.4450, -2.9408], [-0.6698, 1.2676, 5.4687], [-2.7005, 3.9842, 1.5363], [-4.1321, 4.4617, -0.4486], [-4.3955, 2.6669, -2.1746], [-3.1237, 0.5701, -1.9044], [6.2754, -1.3577, -3.7954], [4.6547, -1.2214, -3.2324], [3.6225, -0.9857, -4.1382], [2.3159, -0.8618, -3.6875], [2.0648, -0.9841, -2.3367], [0.7983, -0.8231, -1.8619], [3.0724, -1.2376, -1.4228], [2.7732, -1.4442, -0.0204], [1.5943, -1.5813, 0.4655], [1.4353, -2.0428, 1.7828], [2.3664, -2.7618, 2.4882], [2.1100, -3.1812, 3.8085], [0.8991, -2.9232, 4.3841], [-0.1173, -2.2834, 3.6349], [-1.4239, -2.1113, 4.1407], [-2.3768, -1.5164, 3.3656], [-2.0166, -1.0798, 2.0848], [-0.8003, -1.2144, 1.5707], [0.1588, -1.8335, 2.3295], [4.3839, -1.3535, -1.8822], [3.8443, -0.9020, -5.1929], [1.5001, -0.6808, -4.3739], [3.6482, -1.5404, 0.6251], [3.3042, -3.0402, 2.0263], [2.8753, -3.7167, 4.3523], [0.6887, -3.2226, 5.4027], [-1.6569, -2.4771, 5.1332], [-3.3925, -1.3829, 3.7073], [-2.7579, -0.5932, 1.4634], [5.1874, -1.5650, -1.1880], [-4.5089, -4.9058, -3.9286], [-4.0709, -3.8544, -4.0636], [-3.5030, -2.5410, -4.2128], [-3.7587, -1.7561, -5.3290], [-3.1495, -0.5154, -5.4066], [-2.3268, -0.1083, -4.3718], [-2.1014, -0.8423, -3.2731], [-2.6833, -2.0383, -3.2088], [-4.4214, -2.1110, -6.1066], [-3.3062, 0.1307, -6.2586], [-1.8328, 0.8543, -4.4341], [-2.4985, -2.6298, -2.3202]], "relative_energy_kcal_mol": 184.2, "orbital_gap_ha": [0.2381, 0.2382], "spin_multiplicity": 1, "charge": 2, "lumo_energy_ev": [-6.106, -6.068], "homo_energy_ev": [-12.59, -12.55], "fmax_ha_per_bohr": 0.05663}

---

Record 4
{"formula": "C13H22NO3P", "method": "ωB97M-V/def2-TZVPD", "species": ["C", "C", "N", "P", "C", "C", "C", "C", "C", "C", "C", "C", "H", "H", "H", "H", "H", "H", "H", "H", "H", "H", "H", "H", "H", "H", "H", "H", "H", "H", "O", "C", "O", "C", "C", "O", "H", "H", "H", "H"], "positions_angstrom": [[-1.8342, 1.0461, 0.0124], [-1.5137, -0.4410, -0.0568], [-0.3453, -0.7937, 0.7636], [1.1735, 0.0628, 0.2120], [2.2239, -1.1632, 1.0771], [2.7200, 1.0632, -0.4876], [2.7926, 0.9855, -1.9724], [3.2630, -0.1625, -2.6084], [3.2398, -0.2780, -3.9903], [2.7360, 0.7527, -4.7747], [2.2817, 1.9082, -4.1613], [2.2933, 2.0126, -2.7784], [-1.1831, 1.6495, -0.6217], [-2.8622, 1.2308, -0.2965], [-1.7117, 1.4023, 1.0376], [-1.3661, -0.7606, -1.0984], [-2.3824, -0.9929, 0.3091], [-0.1731, -1.7867, 0.6209], [0.7269, -0.0407, -1.1359], [0.7941, 1.1743, 0.9745], [2.6509, -1.8328, 0.3297], [3.0295, -0.6448, 1.5890], [1.6432, -1.7310, 1.7975], [3.6415, 0.6654, -0.0581], [2.6172, 2.1019, -0.1700], [3.6482, -0.9806, -2.0074], [3.6016, -1.1816, -4.4665], [2.7014, 0.6509, -5.8506], [1.8742, 2.7169, -4.7552], [1.9089, 2.9078, -2.3028], [-6.3541, -0.5609, 2.7105], [-5.2338, -0.7389, 3.0545], [-4.7894, -0.6346, 4.3290], [-3.4461, -1.1259, 4.3910], [-2.9791, -0.9707, 2.9545], [-4.2128, -1.0685, 2.2304], [-2.8785, -0.5365, 5.1052], [-3.4710, -2.1688, 4.7113], [-2.5335, 0.0051, 2.7623], [-2.2914, -1.7411, 2.6209]], "smiles": "CCN[PH2](C)Cc1ccccc1.O=C1OCCO1", "orbital_gap_ha": 0.3297, "spin_multiplicity": 1, "lumo_energy_ev": 0.595, "homo_energy_ev": -8.38, "fmax_ha_per_bohr": 0.00831}

---

Record 5
{"formula": "C22H22AsBrIrN3O4", "method": "ωB97M-V/def2-TZVPD", "species": ["Ir", "O", "C", "O", "C", "C", "C", "C", "C", "N", "C", "O", "O", "H", "H", "H", "H", "Br", "C", "C", "C", "C", "C", "C", "N", "C", "C", "C", "C", "C", "C", "N", "H", "H", "H", "H", "H", "H", "H", "H", "H", "C", "As", "C", "C", "H", "H", "H", "H", "H", "H", "H", "H", "H"], "positions_angstrom": [[-0.4909, -1.0462, 0.3217], [0.4727, 2.8814, 3.2213], [0.3746, 1.6721, 2.6792], [-0.8941, 1.4925, 2.0286], [1.2214, 0.5742, 2.7944], [2.3985, 0.6252, 3.6039], [3.0383, -0.5414, 3.9466], [2.5495, -1.7591, 3.4690], [1.4985, -1.6999, 2.5671], [0.8640, -0.6026, 2.1918], [0.9963, -3.0135, 1.9104], [1.2619, -4.0667, 2.4026], [0.3304, -2.7387, 0.8604], [1.2712, 3.0673, 3.7373], [2.7701, 1.5662, 3.9790], [3.9037, -0.5260, 4.5915], [2.9672, -2.7099, 3.7615], [-2.1774, 6.4636, 0.5497], [-1.8496, 4.6290, 0.1864], [-2.0500, 4.1031, -1.0996], [-1.9083, 2.7618, -1.3319], [-1.5542, 1.8353, -0.3083], [-1.2445, 2.4360, 0.9395], [-1.4145, 3.7751, 1.2084], [-1.5643, 0.4831, -0.4781], [-2.4145, -0.0214, -1.4502], [-2.4880, -1.3893, -1.6861], [-3.3890, -2.0073, -2.6020], [-3.3805, -3.3727, -2.7442], [-2.5107, -4.1473, -1.9664], [-1.6572, -3.4975, -1.0816], [-1.6495, -2.1841, -0.9469], [-2.3427, 4.7588, -1.9083], [-2.0703, 2.4006, -2.3344], [-1.6139, 1.5572, 2.7003], [-1.2428, 4.1829, 2.1937], [-3.0894, 0.6539, -1.9514], [-4.0832, -1.3959, -3.1568], [-4.0480, -3.8565, -3.4399], [-2.4957, -5.2245, -2.0361], [-0.9607, -4.0607, -0.4661], [2.3826, -1.9200, -2.1362], [1.5599, -0.3375, -1.3562], [3.0482, 0.6794, -0.5790], [1.0696, 0.7450, -2.9118], [3.2017, -1.6291, -2.7994], [1.6410, -2.4660, -2.7190], [2.7748, -2.5753, -1.3596], [3.7921, 0.8324, -1.3652], [3.5121, 0.1275, 0.2377], [2.7082, 1.6505, -0.2170], [1.9568, 0.8481, -3.5433], [0.7274, 1.7380, -2.6172], [0.2891, 0.2491, -3.4899]], "orbital_gap_ha": [0.2089, 0.2150], "spin_multiplicity": 2, "charge": 3, "lumo_energy_ev": [-11.204, -11.252], "s_squared": 0.790, "homo_energy_ev": [-16.89, -17.10], "fmax_ha_per_bohr": 0.10502}